No. 1
Formula: C34H39CoN5O
Source: the Open Molecules 2025 dataset
Level of theory: wB97M-V/def2-TZVPD

Energy: -83005.4751 eV
Total charge: -2
Spin multiplicity: 4
<S²>: 3.806
Lowest unoccupied orbital energy (alpha / beta): 4.303 / 4.303 eV

```
80
Properties=species:S:1:pos:R:3:forces:R:3:mulliken_spin:R:1
Co 0.338303 0.305545 0.451749 -0.3 0.2 -1.4 1.937
N 4.326663 2.688073 0.822351 1.8 0.0 -0.7 0.002
N -1.543014 2.746084 -0.920086 5.4 -0.6 4.0 -0.046
C -0.325514 -1.550541 1.408094 1.1 0.0 0.6 0.164
C 0.054666 -0.526412 2.372402 0.3 -1.2 0.1 0.000
C 1.484477 -0.476984 2.362441 -0.4 -0.4 0.5 -0.301
C 2.310039 0.361283 3.219526 -1.6 -3.1 2.8 0.868
H 1.789432 1.036568 3.914230 0.4 -0.3 -0.3 0.014
H 2.932910 1.457904 2.420143 2.0 1.2 1.6 0.231
H 3.272715 -0.047808 3.546525 -0.2 0.3 -0.1 -0.013
C 1.977444 -1.316172 1.332914 -0.7 -0.4 0.6 0.205
C 3.415958 -1.482202 1.022471 0.6 -0.3 0.2 -0.057
H 3.858972 -2.168753 1.752630 0.3 -0.2 0.0 0.011
H 3.989334 -0.549012 1.106869 -0.3 0.1 0.0 -0.002
H 3.622369 -1.897395 0.029838 -0.2 -0.1 0.0 0.001
C 0.878896 -2.040698 0.797408 -0.7 0.9 0.8 -0.034
C 1.001067 -3.255023 -0.033797 0.0 -0.4 -0.4 -0.017
H 1.819281 -3.179882 -0.759632 0.0 0.0 -0.1 0.002
H 0.080273 -3.476733 -0.583440 0.0 0.0 0.0 0.004
H 1.225839 -4.132635 0.593881 0.0 0.0 -0.1 0.004
C -0.788587 0.019701 3.471596 -0.2 0.1 0.3 0.045
H -0.666240 -0.591820 4.377266 -0.1 0.0 0.1 -0.032
H -1.857765 0.038489 3.233721 0.1 0.0 -0.1 0.042
H -0.506511 1.043741 3.746042 0.0 -0.1 -0.1 0.022
C -1.623812 -2.266612 1.402669 -0.4 -0.2 -0.2 -0.016
H -1.863500 -2.649455 0.403868 -0.1 0.0 0.1 0.003
H -2.459919 -1.626768 1.705626 0.2 -0.1 0.0 0.002
H -1.611862 -3.128588 2.090253 0.0 0.0 0.0 0.007
C 4.987996 3.374229 -0.082073 -1.0 -0.2 -0.4 0.000
H 5.993046 3.573015 0.219977 0.8 0.6 -0.2 -0.001
C 4.431424 3.797041 -1.289853 1.3 0.3 0.2 -0.002
H 5.073563 4.363477 -1.953101 -0.2 0.1 -0.2 -0.001
C 3.102561 3.475564 -1.583687 -1.0 -0.8 0.7 0.013
H 2.661438 3.872122 -2.491018 -0.2 -0.1 0.0 -0.004
C 2.373216 2.672706 -0.706106 1.0 0.9 -0.5 -0.009
H 1.284086 2.448871 -0.808758 1.0 0.1 -0.1 0.010
C 3.098396 2.258677 0.485465 -2.1 -0.1 2.0 0.046
C 2.475167 1.544552 1.517082 -3.6 4.1 -6.2 -0.090
H 1.346579 1.876768 1.526127 1.7 -1.0 0.3 -0.062
C -1.421884 1.470004 -0.303706 0.3 -0.6 -3.9 0.048
C -2.315474 3.395232 0.017421 -3.4 -1.0 -1.1 -0.003
H -2.262536 4.322016 0.612197 0.1 0.3 -1.6 0.006
C -3.280816 2.469156 0.321130 -0.3 0.7 1.0 -0.012
H -4.311968 2.606632 0.511155 -0.1 0.4 0.1 -0.002
N -2.738471 1.196495 0.109032 -1.2 -0.3 0.4 0.011
C -3.598829 0.021735 0.089737 -0.2 1.6 -0.5 -0.013
C -4.660337 0.049589 1.023557 0.0 -1.0 -0.4 0.004
C -5.665149 -0.932238 0.952650 0.9 0.2 -0.5 0.002
H -6.450223 -0.948349 1.707614 0.1 0.0 -0.1 0.001
C -5.633516 -1.901055 -0.049725 0.0 0.1 0.0 -0.005
C -6.690136 -2.968967 -0.059952 -0.2 -0.2 -0.1 0.000
H -6.275541 -3.919671 -0.424539 -0.2 0.2 0.1 0.000
H -7.529637 -2.690752 -0.717878 0.2 -0.1 0.1 0.000
H -7.093228 -3.113698 0.953709 0.1 -0.1 -0.3 0.000
C -4.659542 -1.853229 -1.056518 0.5 0.9 0.8 0.003
H -4.696460 -2.594495 -1.853598 0.1 0.2 0.0 0.001
C -3.650583 -0.861492 -1.030760 -0.7 -0.1 1.1 -0.016
C -2.699430 -0.664759 -2.155453 0.7 -0.1 -0.4 0.008
H -2.921863 0.264209 -2.705011 0.1 -0.2 0.3 0.001
H -2.741726 -1.496795 -2.865900 -0.1 0.0 0.0 0.000
H -1.668797 -0.560512 -1.782439 -0.4 0.0 -0.1 -0.010
C -4.692983 1.050826 2.120026 -0.6 0.5 1.1 -0.006
H -4.870084 2.081597 1.799019 0.1 -0.7 0.5 0.001
H -3.757187 1.047586 2.684581 0.0 0.1 -0.1 -0.002
H -5.521721 0.876444 2.802973 -0.1 -0.6 0.3 0.000
N 5.630595 0.635692 -1.695828 0.1 -0.5 -1.0 0.000
C 4.932170 0.623658 -2.903844 0.1 -0.1 1.3 -0.003
O 5.297371 1.252766 -3.872368 0.3 0.0 -0.4 0.000
C 3.615664 -0.088917 -2.858997 -0.6 -0.2 -0.4 0.010
C 2.965313 -0.556366 -4.010578 0.3 0.3 0.5 0.001
C 1.686329 -1.076787 -3.868052 -0.2 -0.3 0.2 0.000
C 1.050717 -1.036392 -2.615706 0.6 0.7 -0.2 -0.007
N 1.586584 -0.386487 -1.571723 0.4 -0.8 -0.4 0.038
C 2.881799 -0.052974 -1.675066 -0.1 0.5 0.1 -0.033
H 6.535780 1.081622 -1.747159 -0.2 0.1 0.1 0.000
H 5.576715 -0.158882 -1.067763 -0.3 0.3 -0.1 0.000
H 3.476107 -0.489695 -4.967303 -0.1 -0.1 0.1 -0.001
H 1.142382 -1.493926 -4.712044 0.2 0.0 0.1 0.000
H 0.089007 -1.531734 -2.465957 0.1 0.5 0.0 0.004
H 3.382204 0.341995 -0.788547 -0.6 0.0 -0.2 0.027
```
Forces are in eV/Å.

No. 2
Formula: C3H4Br2O
Source: the Open Molecules 2025 dataset
Level of theory: wB97M-V/def2-TZVPD

SMILES: C[C@@]1(Br)O[C@H]1Br
Energy: -145306.6333 eV
Spin multiplicity: 1
Lowest unoccupied orbital energy: 0.680 eV

```
10
Properties=species:S:1:pos:R:3:forces:R:3:mulliken_charge:R:1
C -0.266727 -1.312908 -0.118471 -0.9 0.6 1.1 -0.865
C -0.377660 0.224994 0.143416 -1.6 -0.5 -1.4 0.333
Br -2.178376 1.024965 -0.304339 0.6 -0.7 0.0 -0.227
O 0.102028 0.871057 1.248139 0.0 -0.9 2.9 -0.337
C 0.652271 1.264884 0.082325 0.6 -1.3 -1.6 -0.028
Br 2.440589 0.637054 -0.295853 -0.1 0.6 0.1 -0.194
H -0.905960 -1.865926 0.733399 1.6 1.1 -2.2 0.264
H 0.824934 -1.529524 -0.065332 -0.9 -0.2 0.2 0.315
H -0.628006 -1.530347 -1.172669 0.2 0.2 1.5 0.295
H 0.336910 2.215755 -0.250613 0.5 1.1 -0.6 0.446
```
Forces are in eV/Å.

No. 3
Formula: C4H6N2S2
Source: the Open Molecules 2025 dataset
Level of theory: wB97M-V/def2-TZVPD

SMILES: S=C(S)[C@H]1CC=NN1
Energy: -28894.3563 eV
Spin multiplicity: 1
Lowest unoccupied orbital energy: -0.393 eV

```
14
Properties=species:S:1:pos:R:3:forces:R:3:mulliken_charge:R:1
S -0.793588 1.742491 -0.305040 -0.3 -0.9 -0.1 -0.231
C -0.818871 0.150333 0.088225 0.6 1.1 0.8 0.187
S -2.240352 -0.820359 -0.037567 -0.2 0.0 -0.2 -0.154
C 0.407465 -0.545262 0.711408 0.4 0.6 -0.6 -0.324
C 1.069575 -1.456367 -0.367054 -0.4 1.1 -0.3 -0.493
C 2.159355 -0.517842 -0.847523 0.5 1.0 1.3 -0.163
N 2.386895 0.447294 -0.016929 -0.2 -0.4 -1.2 -0.530
N 1.522410 0.381965 1.035888 -0.8 -0.8 0.5 -0.206
H -1.737734 -1.919521 0.551740 0.0 0.0 -0.1 0.139
H 0.099678 -1.117989 1.586005 0.0 0.1 0.0 0.379
H 1.456441 -2.320260 0.145998 0.3 -0.6 -0.2 0.327
H 0.371055 -1.705922 -1.180662 0.3 -0.3 0.4 0.324
H 2.787070 -0.565346 -1.728601 -0.2 -0.3 0.1 0.416
H 1.296257 1.284956 1.464183 0.1 -0.5 -0.6 0.329
```
Forces are in eV/Å.

No. 4
Formula: C6H36N2O10
Source: the Open Molecules 2025 dataset
Level of theory: wB97M-V/def2-TZVPD

Energy: -30253.0902 eV
Total charge: +1
Spin multiplicity: 2
<S²>: 0.756
Lowest unoccupied orbital energy (alpha / beta): -2.825 / -7.554 eV

```
54
Properties=species:S:1:pos:R:3:forces:R:3:mulliken_spin:R:1
C 0.908995 2.181966 2.922298 -0.5 -0.9 1.0 -0.002
C -0.486665 1.571468 2.795167 -0.8 0.3 0.3 0.008
C -0.597578 0.038886 2.747642 0.4 0.5 -0.7 0.000
C 0.060274 -0.628400 1.530604 0.6 0.5 0.0 0.040
C -0.226265 0.081842 0.178963 0.0 0.2 1.3 0.037
N -1.460715 -0.376712 -0.397920 2.1 -1.0 0.2 0.644
C -1.386085 -1.128891 -1.653432 -2.0 0.6 -1.5 -0.044
N -1.429466 -2.534804 -1.447075 0.5 0.0 0.8 0.252
H 1.218714 1.900268 3.934493 0.4 0.0 -0.1 0.000
H 1.629943 1.739694 2.241307 0.1 0.4 -0.3 0.001
H 0.872237 3.264413 2.946183 0.2 0.1 -0.5 0.000
H -1.062329 1.851921 3.682947 0.2 0.0 0.1 0.000
H -1.104231 2.050683 2.022613 0.3 -0.1 -0.3 0.000
H -1.665237 -0.180945 2.777739 0.0 -0.4 0.4 0.000
H -0.045252 -0.327951 3.610268 -0.5 -0.3 0.3 0.004
H 1.144579 -0.596995 1.685315 0.0 0.2 -0.2 -0.003
H -0.164405 -1.688131 1.431160 -0.4 0.0 0.2 0.009
H 0.639814 0.066232 -0.474680 -0.4 -0.3 -0.6 -0.011
H -0.357797 1.138039 0.457401 0.0 0.2 -0.2 0.066
H -2.104129 -0.784225 0.297949 -0.3 0.1 -0.1 -0.030
H -2.244423 -0.787799 -2.243620 -0.1 -0.3 0.1 0.006
H -0.555063 -0.831477 -2.266006 0.6 0.0 0.3 0.014
H -0.525725 -2.939666 -1.212507 0.0 0.0 0.0 -0.016
H -2.112979 -2.829008 -0.751175 -0.1 -0.1 -0.3 -0.014
H -3.689977 -2.407106 1.450478 0.0 0.1 0.3 0.000
H -2.271570 -2.784581 1.985192 -0.3 -0.1 0.2 0.000
O -2.792278 -2.641742 1.189034 0.3 0.2 -0.4 -0.002
H 2.438474 -0.604898 -3.592364 0.1 0.1 -0.3 0.000
H 3.321502 0.458369 -3.085259 0.1 0.3 -0.1 0.000
O 2.748344 0.279215 -3.843235 0.2 -0.3 0.3 0.000
H 1.723387 -2.490703 -2.194527 0.3 -0.5 0.1 0.000
H 3.271852 -2.387533 -2.068724 -0.1 -0.2 -0.1 0.000
O 2.447678 -1.897783 -1.981927 0.0 0.6 -0.1 -0.001
H 0.652706 -3.104282 0.689624 0.3 0.0 0.5 0.000
H 2.188593 -3.196264 0.386549 -0.1 0.2 0.2 0.000
O 1.308181 -3.412354 0.066185 -0.3 -0.4 -0.6 0.000
H 4.196127 0.448523 1.411157 0.4 0.4 0.1 0.000
H 3.780134 0.542648 2.884584 0.1 0.1 0.0 0.000
O 3.688559 0.006767 2.091759 -0.4 -0.4 0.0 0.000
H 2.149494 1.643086 -0.511446 0.1 0.2 0.0 0.001
H 3.057476 0.465292 -0.124163 -0.2 0.0 -0.1 0.000
O 3.056400 1.318918 -0.569427 0.1 -0.1 -0.2 0.000
H -3.578011 2.101886 -1.772981 0.5 -0.5 -0.3 -0.001
H -2.530664 1.348885 -0.747546 0.1 -0.1 -1.1 0.018
O -3.199061 2.014446 -0.896438 -0.5 0.8 1.3 0.025
H -4.615884 0.056011 0.577056 -0.6 0.0 0.3 0.000
H -3.460282 0.625031 1.228007 -0.1 0.4 0.7 -0.002
O -4.234697 0.100062 1.468411 0.5 -0.2 -1.0 0.000
H 0.608039 0.544975 -2.730266 0.7 0.0 -0.4 0.000
H 1.432387 1.838134 -2.972445 0.2 -0.5 -0.3 0.000
O 0.571509 1.496968 -2.712115 -1.1 0.9 0.8 0.000
H -0.692839 3.580058 -0.088128 -0.1 0.3 -0.1 -0.001
H -0.023128 3.210151 -1.403396 0.0 0.0 -0.1 0.000
O 0.119899 3.710268 -0.588362 0.0 -0.5 0.1 0.002
```
Forces are in eV/Å.

No. 5
Formula: C5H12N2O
Source: the Open Molecules 2025 dataset
Level of theory: wB97M-V/def2-TZVPD

Energy: -10393.9420 eV
Total charge: +1
Spin multiplicity: 2
<S²>: 0.756
Lowest unoccupied orbital energy (alpha / beta): -8.149 / -8.230 eV

```
20
Properties=species:S:1:pos:R:3:forces:R:3:mulliken_spin:R:1
O 1.244653 1.026078 1.941711 -0.6 0.4 0.3 -0.004
C 1.456842 -0.133434 2.162323 1.6 -0.4 -0.1 -0.009
C 0.677692 -1.218079 1.542937 -1.1 0.3 -0.5 -0.006
C -0.507210 -1.043073 0.736842 1.0 -0.2 -0.7 -0.007
C -0.583148 0.204493 -0.148709 -0.9 0.1 -0.9 0.054
C 0.714008 0.588862 -0.874868 0.1 1.2 0.4 -0.010
N 1.055900 2.024064 -0.675780 0.2 -1.3 1.1 0.023
N -2.365877 -0.435977 -2.248917 0.1 -0.3 -0.6 1.046
H 2.358632 -0.481518 2.687311 -0.1 0.2 0.3 0.000
H 1.053802 -2.232382 1.663969 0.1 0.0 0.2 -0.001
H -0.492139 -1.950506 0.117430 -0.7 -0.1 0.2 0.002
H -1.400126 -1.022106 1.386487 0.0 -0.4 0.2 -0.004
H -1.303073 -0.051210 -1.007109 0.8 0.2 1.6 -0.060
H -1.060132 1.021071 0.395509 0.4 0.2 -0.1 0.005
H 1.560317 -0.017426 -0.515429 0.0 -0.4 -0.1 0.004
H 0.582927 0.459316 -1.945667 0.2 -0.4 -0.1 0.009
H 0.734042 2.260336 0.258467 -0.2 0.4 -0.2 -0.001
H 2.066569 2.061887 -0.559612 0.1 0.5 -0.6 0.000
H -2.760573 0.039619 -3.061900 -0.4 -0.1 0.1 -0.023
H -3.033106 -1.100016 -1.854995 -0.4 0.1 -0.4 -0.020
```
Forces are in eV/Å.

> Which formula does entry 4 have?

C6H36N2O10